26
Properties=species:S:1:pos:R:3:forces:R:3 method="wB97M-V/def2-TZVPD" fmax_ev_per_a=6.2 total_charge=-1 energy_ha=-1249.1582 homo_lumo_gap_ha=0.155 e_above_lowest_kj_mol=156.7
C -2.390265 3.499025 1.269516 1.071 -0.570 -0.317
C -2.265285 4.995910 1.189582 0.206 0.883 0.110
O -0.844962 5.322784 1.090818 -0.564 0.584 0.196
C -0.094411 4.198542 1.217100 -0.580 -2.154 -0.131
O 1.114820 4.153840 1.301501 -1.278 0.593 -0.120
N -0.981620 3.095086 1.184625 -0.445 2.902 -0.480
H -2.822405 3.164542 2.222384 -0.045 -0.005 -0.215
H -2.944979 3.067396 0.425819 -0.036 0.080 0.282
H -2.768982 5.399292 0.308516 0.148 0.159 0.146
H -2.661590 5.455364 2.105390 0.179 0.191 -0.348
O 1.611289 -6.273081 -0.936062 0.287 1.136 -1.145
N 1.790566 -5.329513 -1.741372 0.283 -1.485 -0.321
O 2.244409 -5.508154 -2.894355 -0.576 0.242 1.518
C 1.461214 -4.009740 -1.316107 -0.167 0.576 0.050
C 1.649016 -2.926739 -2.200325 -0.194 0.210 0.353
C 1.297707 -1.645611 -1.799540 0.349 -0.379 -0.169
C 0.733848 -1.431770 -0.521985 -0.190 1.143 1.479
N 0.321448 -0.150757 -0.183144 1.282 -2.218 -5.595
C -0.049511 0.575630 0.702818 -1.118 1.414 5.580
S -0.501393 1.574379 1.859825 1.740 -2.971 -0.559
C 0.602038 -2.520739 0.372196 -0.252 -0.689 -0.269
C 0.948988 -3.807266 -0.021633 -0.072 0.475 -0.170
H 2.047268 -3.128058 -3.189180 -0.022 0.082 0.175
H 1.437494 -0.780963 -2.457386 -0.125 -0.387 0.279
H 0.226123 -2.323284 1.377046 0.040 -0.030 -0.276
H 0.839184 -4.666110 0.633965 0.080 0.217 -0.053

28
Properties=species:S:1:pos:R:3:forces:R:3 method="wB97M-V/def2-TZVPD" spin_multiplicity=6 fmax_ev_per_a=1.7 energy_ha=-3034.1504 homo_lumo_gap_ha="0.283 / 0.216" e_above_lowest_kj_mol=18.1 s2=8.780
Ru -0.860225 -0.394621 0.106486 -0.183 0.442 -1.597
S -1.832756 1.392423 1.973895 0.020 -0.154 0.004
C -0.406597 2.005592 1.300924 0.057 0.109 0.124
N 0.249743 1.273806 0.420644 0.144 0.474 0.097
C 1.403834 1.860838 -0.052737 0.311 0.149 -0.116
C 2.310385 1.295839 -0.944985 -0.211 -0.035 0.026
C 3.432397 2.024364 -1.289713 0.020 -0.029 0.016
C 3.655993 3.294118 -0.755816 0.045 0.061 -0.031
C 2.763526 3.859166 0.139050 -0.066 0.030 0.016
C 1.636295 3.130984 0.490132 -0.126 -0.151 0.032
S 0.354720 3.542864 1.610134 0.033 -0.157 -0.099
H 2.113472 0.307707 -1.344479 0.062 0.002 -0.018
H 4.154382 1.598939 -1.974245 -0.021 0.017 -0.016
H 4.539988 3.845809 -1.047782 -0.008 -0.001 0.027
H 2.929925 4.844200 0.554974 0.057 -0.014 -0.015
S 0.859102 -1.553249 1.636359 -0.323 0.129 -0.063
S 1.306624 -3.001716 0.307279 -0.164 0.122 -0.183
S 0.557243 -2.433552 -1.436577 0.166 0.010 0.227
S -1.716559 0.393677 -1.784215 0.557 -0.528 1.281
N -2.993107 -2.381701 -0.783870 -0.136 -0.197 -0.075
C -3.675733 -3.466872 -0.402680 -0.038 0.044 0.089
C -3.320236 -3.736452 0.903187 0.101 0.006 0.039
C -2.383043 -2.755810 1.231707 -0.258 -0.212 -0.035
N -2.194534 -1.940800 0.193720 -0.193 -0.349 0.417
H -2.995257 -1.899047 -1.669211 0.074 0.101 -0.039
H -4.366045 -3.967629 -1.059495 0.023 0.063 -0.062
H -3.682037 -4.533533 1.527312 0.005 0.003 -0.013
H -1.841499 -2.605345 2.150000 0.051 0.067 -0.031

20
Properties=species:S:1:pos:R:3:forces:R:3 method="wB97M-V/def2-TZVPD" fmax_ev_per_a=4.8 energy_ha=-536.1549 smiles="O[C@@]12CC=C(O1)c1ccccc12" homo_lumo_gap_ha=0.307 e_above_lowest_kj_mol=532.8
O -2.177882 -1.698506 0.578388 -1.938 -1.171 -0.315
C -1.609346 -0.579622 0.145989 4.105 0.811 2.279
C -2.256827 0.254745 -0.914141 -1.376 0.206 -1.086
C -1.508362 1.539926 -0.711394 0.032 0.051 2.527
C -0.815957 1.357611 0.478090 -1.073 0.288 -1.130
O -1.557864 0.423570 1.229354 -0.242 -0.512 -1.027
C 0.546103 0.753149 0.415341 0.899 0.622 0.476
C 1.860688 1.216202 0.621965 -2.490 -0.428 -1.573
C 2.869911 0.326359 0.428797 0.195 -1.362 0.583
C 2.594969 -0.971943 0.106762 0.815 -3.203 0.842
C 1.273946 -1.487114 -0.010863 -0.051 1.883 -0.913
C 0.220125 -0.589503 0.097328 -1.161 0.367 0.330
H -3.180551 -1.627085 0.504165 1.851 -0.082 0.125
H -3.372817 0.132704 -0.692504 1.109 0.593 -0.696
H -1.997353 -0.005486 -1.960478 -0.590 -0.356 0.450
H -1.423984 2.347166 -1.386317 0.582 0.255 -0.979
H 2.144135 2.227664 0.579053 -0.266 1.401 0.811
H 3.844930 0.587718 0.738753 1.116 0.372 -0.280
H 3.441882 -1.764251 0.169714 -1.452 1.549 -0.500
H 1.104259 -2.443297 -0.418004 -0.064 -1.285 0.075

31
Properties=species:S:1:pos:R:3:forces:R:3 method="wB97M-V/def2-TZVPD" spin_multiplicity=5 fmax_ev_per_a=3.2 energy_ha=-4135.2594 homo_lumo_gap_ha="0.280 / 0.281" s2=6.004
Ho 0.834907 -1.221849 -0.575992 -1.351 0.087 -0.037
Cl 2.957006 -1.102210 1.184287 -0.298 1.207 -1.721
C 2.692815 0.462730 0.032245 0.181 2.479 -0.324
C 1.449354 0.993953 -0.214916 0.090 -1.186 3.015
C 1.258839 2.349021 0.002767 0.980 1.205 -1.172
Cl -0.295797 3.134769 0.275085 0.474 -0.624 -0.383
C 2.373818 3.219282 -0.034640 0.183 -1.783 0.328
Cl 2.161026 4.871844 0.120349 0.321 1.018 0.119
C 3.678757 2.640053 -0.188963 -0.666 1.367 -0.875
Cl 5.069731 3.629524 -0.497369 -0.447 -0.143 0.187
C 3.798641 1.288417 -0.251761 1.147 -2.880 0.966
Cl 5.277925 0.408896 -0.607950 -0.073 0.774 0.246
C -2.948544 -1.361245 -0.240611 -2.041 -1.049 0.325
C -2.061123 -0.185685 -0.265082 1.699 -0.461 -0.646
C -1.541111 0.083762 1.161886 -2.573 0.441 0.916
C -2.807533 0.996518 -0.846687 -0.576 -0.257 0.108
O -0.953656 -0.590562 -1.110926 -0.480 0.375 -0.139
H -3.840908 -1.111171 0.358176 0.095 -0.142 -0.187
H -2.508122 -2.225856 0.244844 0.300 -0.101 -0.024
H -3.302147 -1.666470 -1.233782 0.215 0.198 0.126
H -2.154661 -0.559040 1.859153 0.890 0.614 -0.484
H -1.866008 1.120868 1.352194 0.663 -0.384 0.494
H -0.498001 -0.022765 1.424279 0.368 -0.007 -0.256
H -3.627177 1.271183 -0.175269 -0.027 -0.169 0.044
H -3.267524 0.687661 -1.788950 0.225 0.275 -0.067
H -2.211060 1.884628 -0.932881 0.417 0.176 -0.404
F -0.038041 -2.703938 0.963627 0.374 0.342 -0.782
B 0.437511 -3.877404 0.236015 -0.523 -0.984 -0.408
F -0.614233 -4.549193 -0.311252 0.370 0.223 0.382
F 1.302758 -4.516905 1.023888 0.308 -0.500 0.245
F 1.242568 -3.348818 -0.961760 -0.246 -0.109 0.410

28
Properties=species:S:1:pos:R:3:forces:R:3 method="wB97M-V/def2-TZVPD" fmax_ev_per_a=2.2 total_charge=-2 energy_ha=-3885.2755 homo_lumo_gap_ha=0.113
C 1.161378 -1.529777 1.337429 0.641 0.354 -0.077
C 0.599829 -1.718352 0.300023 0.022 0.413 -0.874
C -0.091268 -1.673126 -1.007038 -0.545 -0.593 1.001
C -0.979099 -0.459006 -1.083376 -0.554 0.593 -0.147
C -0.741466 0.810072 -0.761196 0.201 -0.090 0.568
C 0.519558 1.429610 -0.247515 0.388 0.948 -0.925
C 1.302538 2.046899 -1.472340 0.488 -0.474 0.370
C 2.731435 1.473951 -1.567812 -0.102 0.071 0.148
Br 3.349701 1.368391 -3.448230 -0.050 0.063 0.392
C -2.001568 1.588697 -1.002294 0.063 -0.745 0.654
O -2.209904 2.753169 -1.012685 0.077 0.568 0.051
O -3.042496 0.672781 -1.236460 0.296 0.242 -0.911
C -2.413474 -0.485570 -1.586852 1.769 -1.170 0.695
O -2.852889 -1.386413 -2.223019 -1.120 0.014 -0.279
H 1.798328 -1.184916 2.118261 -0.486 -0.469 0.571
H -0.736957 -2.558928 -1.052968 0.072 0.144 -0.327
H 0.638393 -1.724292 -1.821753 -0.192 0.110 -0.044
H 0.289430 2.219956 0.473142 -0.030 -0.198 -0.062
H 1.192779 0.712178 0.221864 -0.591 -0.179 0.146
H 1.395190 3.131654 -1.366316 -0.312 -0.131 -0.341
H 0.786515 1.763281 -2.393116 -0.017 0.414 0.094
H 2.813586 0.462534 -1.162716 -0.109 0.093 -0.265
H 3.464894 2.101797 -1.057309 -0.106 -0.110 -0.139
O -0.001308 -1.436469 4.358908 0.119 0.045 -0.128
S -1.399036 -1.964661 4.214255 -0.053 -0.002 -0.021
O -2.347371 -1.071780 4.937236 0.056 0.049 0.010
O -1.470978 -3.341047 4.779844 0.059 -0.003 -0.008
O -1.755730 -2.000632 2.762035 0.016 0.045 -0.154

25
Properties=species:S:1:pos:R:3:forces:R:3 method="wB97M-V/def2-TZVPD" spin_multiplicity=7 fmax_ev_per_a=1.2 energy_ha=-3325.8976 homo_lumo_gap_ha="0.221 / 0.237" s2=12.712
Tb 1.344460 1.351486 -0.661888 -0.183 -0.805 -0.914
Cl 0.793265 2.308787 1.861878 -0.025 0.483 0.346
C 0.828599 0.961819 2.973540 0.005 -0.853 0.532
C 0.548397 1.242068 4.300594 -0.016 0.178 -0.142
C 0.513601 0.210271 5.220204 0.010 -0.001 -0.127
C 0.742896 -1.090587 4.802214 0.007 0.040 0.000
C 1.034457 -1.352359 3.479402 -0.050 0.435 -0.086
Cl 1.311672 -2.973220 2.990284 0.043 -0.349 0.113
C 1.107040 -0.330390 2.511429 0.011 0.120 -0.034
S 1.548727 -0.758893 0.884328 0.210 0.245 -0.284
H 0.355967 2.261647 4.597917 -0.031 0.058 0.054
H 0.298971 0.418990 6.254772 -0.038 0.031 0.124
H 0.700259 -1.914960 5.494771 -0.002 -0.068 0.115
C 0.003789 -0.552568 -4.873749 -0.057 -0.034 0.005
C 0.066719 0.113321 -3.519478 -0.186 0.022 0.079
S 1.768604 0.383074 -3.060448 -0.053 0.505 0.773
C -1.042392 0.424810 -2.825748 0.299 -0.049 -0.241
C -2.430907 0.104036 -3.309801 0.174 0.020 0.046
S -1.130763 1.251198 -1.250454 0.311 0.261 0.101
H 1.017281 -0.690561 -5.241388 -0.086 -0.071 -0.137
H -0.540068 0.065742 -5.587299 -0.056 -0.028 -0.092
H -0.475374 -1.528883 -4.814799 -0.052 -0.071 -0.068
H -2.437121 -0.364031 -4.288711 -0.017 -0.033 -0.076
H -3.017151 1.021719 -3.344776 -0.119 0.014 -0.063
H -2.910930 -0.562517 -2.592795 -0.100 -0.049 -0.025